{"formula": "C21H26N2O4S", "method": "ωB97M-V/def2-TZVPD", "homo_lumo_gap_ev": 9.383, "homo_ev": -8.80, "smiles": "COc1cccc(CNC(=O)C2CCN(S(=O)(=O)c3ccc(C)cc3)CC2)c1", "max_force_ev_per_a": 1.101, "e_above_lowest_ev": 0.390, "symbols": ["C", "O", "C", "C", "C", "C", "C", "C", "N", "C", "O", "C", "C", "C", "N", "S", "O", "O", "C", "C", "C", "C", "C", "C", "C", "C", "C", "C", "H", "H", "H", "H", "H", "H", "H", "H", "H", "H", "H", "H", "H", "H", "H", "H", "H", "H", "H", "H", "H", "H", "H", "H", "H", "H"], "xyz": [[2.3874, -3.1235, -2.0713], [2.0874, -2.2597, -1.0009], [2.9399, -1.2395, -0.7210], [4.1474, -1.0020, -1.3704], [4.9275, 0.0783, -0.9924], [4.5190, 0.9356, 0.0121], [3.3160, 0.7025, 0.6680], [2.7781, 1.6630, 1.6991], [1.7379, 2.4830, 1.0987], [0.4443, 2.0873, 1.0855], [0.0205, 1.2072, 1.8047], [-0.4250, 2.8660, 0.0897], [-0.0184, 2.4574, -1.3371], [-0.5452, 1.0631, -1.6474], [-1.9944, 1.0451, -1.6153], [-2.6471, -0.4780, -1.4241], [-2.0307, -1.3057, -2.4206], [-4.0742, -0.3256, -1.4392], [-2.1285, -1.0406, 0.1924], [-0.9627, -1.7682, 0.3198], [-0.5204, -2.1218, 1.5832], [-1.2346, -1.7495, 2.7150], [-0.7297, -2.0830, 4.0840], [-2.4213, -1.0391, 2.5596], [-2.8694, -0.6815, 1.3021], [-2.6385, 2.1448, -0.9362], [-1.9121, 2.5626, 0.3416], [2.5387, -0.3826, 0.3035], [1.5492, -3.8153, -2.1344], [2.4729, -2.5771, -3.0154], [3.3095, -3.6850, -1.8880], [4.4894, -1.6471, -2.1640], [5.8652, 0.2530, -1.4991], [5.1336, 1.7793, 0.2897], [2.3103, 1.1193, 2.5224], [3.5640, 2.3156, 2.0851], [2.0445, 3.1562, 0.4135], [-0.2167, 3.9325, 0.2247], [1.0683, 2.4532, -1.4462], [-0.4248, 3.1698, -2.0562], [-0.2292, 0.7337, -2.6418], [-0.1369, 0.3562, -0.9131], [-0.4179, -2.0560, -0.5653], [0.3957, -2.6854, 1.6859], [-0.0240, -2.9091, 4.0512], [-0.2200, -1.2140, 4.5002], [-1.5504, -2.3412, 4.7495], [-2.9903, -0.7561, 3.4331], [-3.7909, -0.1377, 1.1631], [-2.7038, 2.9925, -1.6291], [-3.6549, 1.8148, -0.7195], [-2.4141, 3.4304, 0.7703], [-1.9658, 1.7475, 1.0679], [1.6028, -0.5755, 0.8034]], "forces_ev_per_angstrom": [[0.07, -0.17, -0.21], [-0.06, 0.20, 0.25], [0.05, 0.24, 0.15], [-0.11, -0.28, -0.16], [0.01, 0.09, 0.01], [0.03, 0.02, 0.06], [0.06, -0.06, 0.03], [-0.06, -0.10, -0.01], [0.42, 0.25, 0.11], [-0.16, 0.62, -0.16], [-0.04, -0.38, 0.15], [-0.08, -0.11, 0.05], [-0.15, -0.12, 0.04], [0.71, -0.16, -0.41], [-0.44, -1.01, 0.05], [-0.14, 0.20, -0.34], [0.35, 0.03, 0.28], [0.09, 0.11, 0.37], [-0.19, 0.18, -0.67], [0.11, -0.10, -0.10], [-0.11, 0.05, 0.00], [-0.02, -0.06, -0.07], [0.01, 0.06, -0.01], [0.02, 0.02, -0.14], [-0.16, 0.04, 0.13], [-0.41, 0.49, 0.36], [-0.07, -0.07, -0.07], [0.03, -0.20, -0.13], [0.08, 0.02, -0.04], [0.01, -0.01, 0.04], [-0.04, 0.04, -0.02], [0.00, -0.08, -0.07], [0.07, 0.00, -0.05], [0.07, 0.10, 0.04], [0.13, 0.11, -0.02], [-0.04, -0.10, 0.02], [-0.14, -0.06, 0.01], [0.02, -0.08, 0.02], [-0.06, 0.01, -0.09], [0.06, 0.04, -0.03], [0.14, 0.03, 0.17], [0.12, 0.05, -0.04], [0.11, -0.05, -0.05], [0.10, -0.07, 0.01], [0.04, -0.06, 0.05], [0.06, 0.03, 0.09], [-0.01, -0.04, 0.08], [-0.08, 0.02, 0.08], [-0.13, 0.06, 0.07], [-0.08, -0.11, 0.05], [-0.01, 0.27, 0.00], [-0.02, -0.01, 0.03], [-0.03, 0.15, -0.04], [-0.17, -0.02, 0.09]]}